# 1
Formula: C30H39N4OPRuS
Source: the Open Molecules 2025 dataset
Level of theory: ωB97M-V/def2-TZVPD

Positions of all 77 atoms, in Å:
1 Ru -1.218 0.833 0.900
2 S -3.290 -0.384 1.324
3 P 1.941 -0.411 1.001
4 O 1.044 0.710 1.488
5 N -1.416 1.505 -1.098
6 N -1.213 0.994 3.066
7 N -2.637 2.445 1.292
8 N -1.164 1.424 -3.540
9 C 0.177 -4.108 0.659
10 C -2.322 -0.056 -5.108
11 C 5.271 -1.247 3.324
12 C 4.284 -0.565 -2.286
13 C 0.912 -1.824 0.613
14 C -1.008 -0.242 -5.869
15 C 2.907 0.034 -0.408
16 C 0.206 -0.053 -4.954
17 C 3.074 -0.912 2.347
18 C -3.882 2.183 0.551
19 C 3.368 -1.779 4.686
20 C -0.186 -1.489 -0.182
21 C -4.526 0.887 0.967
22 C 0.151 1.275 -4.212
23 C 4.349 0.778 -2.646
24 C -1.107 -2.457 -0.546
25 C -2.861 2.767 2.716
26 C 2.533 -1.369 3.596
27 C -1.273 1.461 -2.257
28 C -1.844 -0.185 3.667
29 C -3.233 -0.444 3.149
30 C 1.104 -3.136 1.028
31 C -1.662 2.326 3.501
32 C -0.925 -3.768 -0.115
33 C -2.352 1.301 -4.427
34 C 4.719 -1.714 4.552
35 C 4.425 -0.834 2.224
36 C 3.567 -0.943 -1.163
37 C 3.694 1.747 -1.898
38 C 2.971 1.382 -0.770
39 H -0.218 0.942 3.261
40 H -3.254 1.453 -3.838
41 H 3.756 2.789 -2.184
42 H 0.258 -0.872 -4.230
43 H -0.978 -1.239 -6.307
44 H 3.514 -1.990 -0.883
45 H -3.012 3.838 2.856
46 H -1.947 -2.201 -1.178
47 H 1.964 -3.416 1.627
48 H -3.630 2.152 -0.503
49 H -2.284 2.102 -5.165
50 H -3.516 -1.456 3.435
51 H -3.176 -0.127 -5.781
52 H -0.192 -0.513 -0.667
53 H 5.375 -2.000 5.364
54 H -1.860 2.351 4.575
55 H 1.456 -1.408 3.715
56 H 0.256 2.105 -4.912
57 H 6.348 -1.209 3.204
58 H 4.792 -1.313 -2.880
59 H 0.938 1.358 -3.464
60 H 2.464 2.129 -0.172
61 H -4.602 2.995 0.695
62 H -5.138 0.510 0.149
63 H 4.880 -0.472 1.308
64 H -2.429 -0.839 -4.350
65 H -1.216 -1.038 3.406
66 H -1.884 -0.121 4.760
67 H -0.842 3.014 3.297
68 H -2.155 3.212 0.833
69 H -1.636 -4.533 -0.400
70 H 1.127 -0.069 -5.539
71 H 0.320 -5.135 0.972
72 H -0.960 0.462 -6.705
73 H 4.927 1.070 -3.514
74 H -3.771 2.277 3.053
75 H -3.994 0.228 3.540
76 H 2.920 -2.129 5.607
77 H -5.176 0.963 1.839

Spin multiplicity: 2
HOMO-LUMO gap (alpha / beta) (eV): 7.12 / 3.52
Charge: +3
F_max (eV/A): 3.67
Molar mass (g mol⁻¹): 635.8
HOMO level (alpha / beta) (Eh): -0.5926 / -0.5924
<S²>: 0.7703


# 2
Formula: C30H40BN7O5OsS5
Source: the Open Molecules 2025 dataset
Level of theory: ωB97M-V/def2-TZVPD

Positions of all 89 atoms, in Å:
1 Os -0.503 -0.689 -0.709
2 S -0.951 0.750 -2.494
3 S 2.440 0.104 -2.987
4 S -1.767 0.725 0.868
5 S 3.270 -0.213 1.543
6 S 1.175 -2.056 -1.183
7 O 2.903 -2.486 -2.914
8 O -1.497 -3.235 5.537
9 O -2.128 -1.640 -1.190
10 O -3.712 -3.051 -0.494
11 O -2.877 -4.720 4.501
12 N 2.567 1.800 -0.126
13 N -1.043 3.487 -2.297
14 N -0.681 1.628 3.254
15 N 0.640 1.737 1.520
16 N -0.671 -2.017 0.921
17 N 0.263 2.543 -0.820
18 N 4.711 1.336 -0.211
19 C -0.547 4.485 -1.477
20 C -1.858 -2.644 0.953
21 C -1.502 -3.310 3.213
22 C 6.018 -0.778 -0.147
23 C 3.161 2.685 -1.018
24 C -2.185 -0.101 4.201
25 C 4.471 2.410 -1.059
26 C 3.536 0.963 0.373
27 C -2.248 5.211 -3.570
28 C -0.544 2.302 -1.867
29 C 2.273 -1.413 -2.442
30 C -2.677 -2.488 -0.290
31 C -0.246 -2.722 3.133
32 C 0.148 -2.088 1.975
33 C 7.037 1.311 -0.992
34 C -1.374 3.199 -4.726
35 C 6.502 1.119 1.445
36 C -2.296 -3.323 2.067
37 C -2.040 -3.813 4.575
38 C -3.332 3.027 -3.118
39 C -3.050 2.201 3.596
40 C -0.575 1.364 1.937
41 C -2.001 3.711 -3.430
42 C 0.245 3.899 -0.562
43 C 1.339 2.239 2.595
44 C 0.522 2.186 3.665
45 C -1.876 1.390 4.139
46 C 6.058 0.741 0.034
47 C 3.777 -2.321 -4.038
48 C -1.544 1.882 5.544
49 B 1.087 1.579 0.055
50 H 2.605 3.419 -1.571
51 H 4.563 -1.606 -3.802
52 H -3.259 -3.815 2.074
53 H -3.719 3.374 -2.158
54 H -3.244 1.945 -3.086
55 H -1.171 2.132 -4.690
56 H -2.064 3.384 -5.549
57 H 5.474 -1.272 0.651
58 H 7.494 0.710 1.643
59 H -2.719 5.634 -2.681
60 H -1.331 5.759 -3.794
61 H 4.190 -3.306 -4.226
62 H 7.985 0.786 -0.889
63 H 0.837 0.356 -0.170
64 H -2.933 5.359 -4.404
65 H -0.720 1.321 5.986
66 H 5.807 0.716 2.180
67 H -2.802 3.264 3.555
68 H 0.703 2.474 4.681
69 H -2.455 -0.506 3.227
70 H 3.216 -1.961 -4.899
71 H -1.343 -0.669 4.598
72 H 2.365 2.549 2.513
73 H -4.052 3.292 -3.892
74 H -3.903 2.073 4.262
75 H -2.420 1.714 6.168
76 H 0.380 -2.707 4.015
77 H -0.442 3.728 -4.933
78 H 5.246 2.884 -1.629
79 H 6.677 1.163 -2.012
80 H 0.793 4.329 0.259
81 H -0.806 5.518 -1.600
82 H 5.543 -1.034 -1.095
83 H -1.317 2.950 5.565
84 H 1.098 -1.577 1.874
85 H -3.353 1.869 2.604
86 H 6.548 2.204 1.554
87 H 7.235 2.372 -0.831
88 H -3.023 -0.264 4.879
89 H 7.043 -1.150 -0.163

HOMO-LUMO gap (alpha / beta) (eV): 5.21 / 5.21
F_max (eV/A): 0.63
Molar mass (g mol⁻¹): 940.1
HOMO level (alpha / beta) (Eh): -0.2775 / -0.2775


# 3
Formula: C30H40BrCaF6N7O6S3
Source: the Open Molecules 2025 dataset
Level of theory: ωB97M-V/def2-TZVPD

Positions of all 94 atoms, in Å:
1 Br 4.748 3.443 -1.611
2 Ca 0.754 0.072 -1.159
3 S -2.213 -0.260 -3.011
4 S 2.259 -2.381 -1.232
5 S 0.151 0.470 -4.251
6 F -4.623 -0.329 -3.960
7 F -3.116 0.011 -5.476
8 F -0.400 2.848 -5.194
9 F 1.642 2.186 -5.479
10 F 0.979 2.839 -3.522
11 F -3.675 1.612 -4.136
12 O -2.831 -0.040 -1.739
13 O 2.466 1.623 -1.103
14 O -1.884 -1.606 -3.389
15 O 1.308 -0.071 -3.562
16 O -0.271 -0.131 -5.470
17 O 1.962 0.649 0.804
18 N -1.277 -1.419 1.294
19 N -0.993 0.750 -3.157
20 N 1.867 -4.206 0.631
21 N -2.271 -2.984 0.294
22 N -0.749 -1.499 0.052
23 N 2.068 -2.058 1.412
24 N -2.184 -2.304 1.450
25 C -1.709 4.474 -2.149
26 C -2.037 2.232 0.896
27 C 0.115 3.338 1.003
28 C -3.235 -4.060 0.084
29 C -0.503 1.751 2.852
30 C 1.023 -3.738 2.843
31 C -2.314 2.908 -0.297
32 C 2.751 1.343 0.079
33 C 5.526 1.620 2.618
34 C 4.979 2.644 0.090
35 C 4.356 1.294 1.962
36 C -3.118 1.371 1.509
37 C 1.796 -2.433 2.794
38 C -3.480 0.298 -4.235
39 C -3.679 2.800 -0.930
40 C -0.119 3.935 -0.240
41 C 0.950 4.801 -0.869
42 C -1.444 -5.804 -0.251
43 C 2.056 -2.896 0.385
44 C 6.435 2.468 2.001
45 C -1.352 3.740 -0.877
46 C 1.315 3.730 1.832
47 C -2.716 -5.436 0.502
48 C 4.055 1.788 0.691
49 C -2.523 -5.537 2.012
50 C -1.377 -2.481 -0.550
51 C 0.620 2.206 -4.633
52 C -0.813 2.438 1.542
53 C 6.159 2.979 0.746
54 C 1.720 -4.765 1.967
55 H -1.720 3.806 -3.014
56 H 2.695 -5.032 2.386
57 H 0.956 -4.096 3.870
58 H 1.222 -1.624 3.245
59 H -1.023 5.288 -2.366
60 H 3.626 0.648 2.432
61 H 2.737 -2.529 3.345
62 H -0.956 2.274 3.700
63 H 5.728 1.220 3.602
64 H -1.763 -4.836 2.362
65 H -2.205 -6.544 2.286
66 H -3.387 0.542 0.852
67 H 0.009 -3.571 2.475
68 H -2.824 0.953 2.465
69 H -1.142 -6.825 -0.011
70 H -1.234 -2.801 -1.569
71 H 0.938 5.822 -0.477
72 H -0.621 -5.140 0.026
73 H 7.359 2.738 2.495
74 H -1.575 -5.742 -1.333
75 H 1.941 4.387 -0.692
76 H -3.506 -6.133 0.209
77 H -3.620 2.820 -2.015
78 H -2.706 4.908 -2.069
79 H 2.169 -1.062 1.203
80 H 6.857 3.645 0.260
81 H -0.870 0.727 2.855
82 H 1.939 -4.807 -0.172
83 H 1.129 -5.678 1.888
84 H 1.896 4.522 1.369
85 H 0.985 4.098 2.807
86 H -4.127 -3.788 0.647
87 H -3.481 -4.043 -0.978
88 H -4.191 1.885 -0.653
89 H -4.307 3.643 -0.622
90 H -4.024 1.959 1.670
91 H 0.570 1.706 3.026
92 H 0.836 4.860 -1.947
93 H -3.445 -5.314 2.550
94 H 1.985 2.895 2.029

HOMO-LUMO gap (eV): 8.18
F_max (eV/A): 0.33
Molar mass (g mol⁻¹): 924.9
HOMO level (Eh): -0.2921